1.
{
  "formula": "C39H36BrCl2CsF3GeN5O4S",
  "method": "wB97M-V/def2-TZVPD",
  "e_above_lowest_kj_mol": 13.4,
  "total_charge": -2,
  "multiplicity": 1,
  "lumo_ev": 3.4,
  "symbols": ["Cs", "Cl", "C", "C", "C", "N", "C", "O", "C", "C", "C", "C", "C", "N", "C", "C", "C", "Cl", "N", "C", "O", "C", "C", "C", "C", "C", "N", "H", "H", "H", "H", "H", "H", "H", "H", "H", "H", "F", "C", "F", "F", "C", "C", "C", "C", "N", "C", "S", "H", "H", "H", "Br", "C", "C", "C", "C", "C", "C", "C", "O", "O", "H", "H", "H", "H", "C", "C", "C", "C", "Ge", "C", "C", "C", "C", "H", "H", "H", "H", "H", "H", "H", "H", "H", "H", "H", "H", "H", "H", "H", "H", "H", "H", "H"],
  "positions_angstrom": [[-0.673147, 1.844969, 2.053070], [-4.143038, -5.897581, 2.119675], [-3.737965, -4.212419, 1.870588], [-2.439771, -3.795045, 2.138177], [-2.037063, -2.464595, 1.948963], [-0.756204, -1.964869, 2.125466], [0.197362, -2.716650, 2.635316], [0.183620, -3.897715, 3.057716], [1.566100, -2.029351, 2.727144], [2.605586, -2.766958, 3.303427], [3.863053, -2.208632, 3.410700], [4.061799, -0.916275, 2.944518], [2.977671, -0.261488, 2.386431], [1.763413, -0.792634, 2.265060], [-3.023349, -1.545455, 1.478226], [-4.319330, -1.985500, 1.246246], [-4.683251, -3.314040, 1.426231], [-6.332592, -3.788330, 1.092808], [-2.699512, -0.201415, 1.331944], [-2.781544, 0.398972, 0.183484], [-2.566614, 1.640292, 0.010498], [-3.123639, -0.365616, -1.084824], [-4.185408, 0.080890, -1.872122], [-4.504766, -0.610842, -3.022830], [-3.734604, -1.712392, -3.373689], [-2.682536, -2.060919, -2.543565], [-2.380442, -1.418288, -1.417862], [-1.710422, -4.504166, 2.494261], [2.375264, -3.764743, 3.646689], [4.678811, -2.767005, 3.856265], [5.023609, -0.424272, 3.017218], [3.084494, 0.754160, 2.017418], [-5.065669, -1.274611, 0.915626], [-4.728967, 0.964456, -1.564222], [-5.330654, -0.293036, -3.649261], [-3.935786, -2.280942, -4.272195], [-2.049723, -2.909727, -2.788007], [1.093004, 6.007947, 6.930648], [1.232793, 4.696221, 7.205164], [1.853792, 4.659793, 8.426062], [0.004710, 4.199999, 7.424596], [2.021953, 3.941757, 6.174693], [3.222809, 3.382282, 6.560396], [3.988863, 2.684649, 5.639725], [3.470660, 2.574643, 4.359889], [2.323898, 3.095786, 3.956496], [1.562295, 3.817247, 4.823766], [0.120455, 4.544095, 4.259940], [3.560959, 3.490712, 7.582013], [4.933910, 2.231537, 5.905614], [4.024613, 2.021511, 3.606224], [-2.581418, 0.295109, -6.300381], [-2.552355, 1.461411, -4.796244], [-3.508816, 2.453279, -4.696785], [-3.473651, 3.309968, -3.601129], [-2.483395, 3.185855, -2.643337], [-1.534417, 2.179225, -2.762649], [-1.573199, 1.295199, -3.832174], [-0.398973, 2.118272, -1.788328], [0.039042, 3.109535, -1.240795], [0.147431, 0.919375, -1.690824], [-4.271501, 2.551405, -5.457536], [-4.229396, 4.079014, -3.501947], [-2.441332, 3.836588, -1.782126], [-0.852457, 0.492123, -3.899253], [1.668562, 0.543099, -5.812813], [2.181541, 0.494426, -4.378913], [2.330328, 1.884538, -3.769781], [2.909767, 1.890183, -2.354135], [1.878462, 0.845286, -1.046601], [2.253837, -1.059557, -1.049234], [0.992974, -1.915860, -0.916363], [1.315826, -3.387330, -0.687765], [0.065662, -4.256612, -0.701751], [1.533942, -0.457327, -6.227432], [2.363701, 1.086143, -6.458599], [0.703633, 1.052842, -5.863354], [3.145946, -0.024626, -4.344815], [1.494694, -0.099494, -3.767306], [1.351234, 2.374040, -3.766686], [2.962586, 2.491667, -4.429151], [2.967939, 2.910922, -1.973936], [3.928543, 1.487015, -2.364048], [1.949830, 1.541275, 0.312451], [2.930205, -1.254126, -0.211765], [2.798964, -1.301344, -1.967497], [0.377285, -1.805039, -1.814937], [0.368403, -1.562933, -0.090016], [1.821204, -3.491040, 0.278190], [2.027469, -3.732447, -1.450266], [-0.675029, -3.874723, 0.001954], [0.289407, -5.289081, -0.426057], [-0.391940, -4.262677, -1.695641]],
  "forces_ev_per_angstrom": [[0.591, -0.081, 0.397], [0.000, -0.003, 0.000], [0.004, -0.010, 0.007], [0.035, 0.035, 0.022], [-0.033, -0.032, -0.022], [-0.043, 0.073, 0.011], [0.019, -0.033, 0.014], [0.006, 0.011, -0.029], [0.056, -0.045, -0.006], [0.001, 0.012, -0.005], [0.014, 0.014, -0.001], [-0.003, -0.020, 0.002], [-0.010, 0.026, 0.007], [-0.102, 0.064, 0.023], [0.068, -0.038, 0.023], [-0.015, -0.004, -0.004], [-0.014, 0.007, -0.002], [0.005, -0.004, 0.004], [-0.108, 0.039, -0.013], [-0.069, -0.010, -0.118], [-0.267, -0.049, -0.286], [-0.005, 0.029, 0.004], [-0.005, 0.012, 0.004], [0.012, -0.011, -0.010], [-0.011, 0.010, -0.006], [0.008, -0.005, 0.007], [-0.017, -0.012, -0.010], [-0.018, -0.019, -0.006], [-0.009, -0.002, -0.002], [-0.002, -0.002, 0.000], [-0.003, 0.008, -0.002], [0.008, 0.005, 0.009], [0.007, 0.007, 0.000], [0.004, 0.001, 0.003], [-0.002, 0.002, 0.001], [-0.002, -0.002, 0.001], [0.002, 0.003, 0.001], [-0.001, -0.034, 0.011], [-0.003, 0.011, -0.004], [-0.019, 0.003, -0.017], [0.017, 0.016, 0.004], [0.008, 0.041, -0.006], [-0.010, 0.011, 0.028], [0.014, -0.013, -0.013], [-0.001, 0.009, -0.007], [-0.013, -0.024, -0.034], [-0.045, 0.040, 0.024], [0.009, 0.011, 0.046], [-0.002, 0.000, -0.001], [-0.001, -0.005, -0.003], [0.007, 0.005, 0.008], [-0.002, 0.002, 0.006], [0.005, -0.007, -0.003], [-0.004, 0.003, -0.002], [0.001, 0.004, 0.007], [-0.016, -0.006, -0.012], [0.034, 0.023, -0.026], [-0.017, -0.013, 0.006], [-0.008, -0.003, -0.057], [-0.055, -0.078, 0.031], [0.048, 0.037, -0.002], [-0.002, 0.003, 0.003], [-0.003, -0.001, -0.005], [0.011, -0.003, 0.006], [0.001, 0.004, 0.003], [-0.005, 0.001, 0.002], [-0.010, -0.003, 0.008], [-0.011, -0.008, 0.001], [-0.018, -0.015, -0.022], [0.052, 0.113, -0.034], [0.000, -0.011, 0.028], [-0.009, 0.018, -0.024], [0.011, 0.004, -0.001], [-0.014, -0.011, 0.005], [0.001, 0.000, -0.001], [0.000, 0.003, 0.001], [-0.002, -0.001, -0.003], [0.003, 0.005, -0.001], [0.004, -0.002, -0.001], [0.002, 0.002, -0.005], [0.008, -0.001, 0.006], [0.008, 0.003, -0.006], [0.001, -0.003, 0.007], [-0.089, -0.079, 0.013], [0.000, -0.002, 0.001], [0.005, -0.019, 0.007], [0.002, -0.007, 0.002], [0.001, -0.005, 0.005], [0.001, 0.000, 0.003], [-0.001, -0.002, -0.003], [0.005, 0.001, -0.001], [0.000, -0.001, 0.000], [-0.001, 0.007, 0.002]]
}

2.
{
  "formula": "C39H36BrGeN2OSe2Sn",
  "method": "wB97M-V/def2-TZVPD",
  "total_charge": 1,
  "multiplicity": 1,
  "lumo_ev": -3.0,
  "symbols": ["Sn", "Br", "C", "C", "C", "C", "O", "C", "C", "N", "C", "C", "C", "C", "C", "C", "C", "C", "N", "C", "C", "H", "H", "H", "H", "H", "H", "H", "H", "H", "H", "C", "Se", "C", "C", "Se", "C", "H", "H", "H", "H", "H", "H", "H", "H", "H", "H", "C", "Ge", "C", "C", "C", "C", "C", "C", "C", "C", "C", "C", "C", "C", "C", "C", "C", "C", "C", "C", "H", "H", "H", "H", "H", "H", "H", "H", "H", "H", "H", "H", "H", "H", "H", "H"],
  "positions_angstrom": [[0.664309, 1.165075, 0.247599], [2.656952, -6.537698, -1.223029], [1.842131, -4.832690, -0.998140], [0.537265, -4.747044, -0.513705], [-0.038361, -3.510586, -0.334357], [0.653749, -2.346488, -0.685108], [0.100937, -1.140944, -0.639124], [1.985526, -2.428035, -1.155006], [2.800023, -1.290524, -1.455783], [2.501119, -0.036613, -1.384332], [3.431134, 0.845621, -1.912417], [4.047247, 0.543500, -3.115235], [5.013416, 1.378750, -3.676555], [5.374951, 2.536434, -3.045167], [4.717891, 2.927445, -1.861449], [4.985936, 4.157459, -1.229812], [4.261073, 4.530024, -0.128926], [3.278881, 3.653472, 0.339403], [3.038998, 2.470945, -0.182419], [3.714443, 2.094518, -1.290041], [2.557166, -3.701077, -1.308599], [-0.017027, -5.648666, -0.301297], [-1.056585, -3.431597, 0.023188], [3.819241, -1.555667, -1.762339], [3.736553, -0.344616, -3.645470], [5.478752, 1.091574, -4.605703], [6.139235, 3.178123, -3.453548], [5.743285, 4.808238, -1.639996], [4.426289, 5.478678, 0.358568], [2.652626, 3.938755, 1.177851], [3.568702, -3.791245, -1.675732], [2.204691, -1.259132, 3.097167], [2.808192, 0.093575, 1.816388], [3.128944, 1.586749, 3.054399], [1.962095, 2.150618, 3.841475], [0.261619, 2.563459, 2.894704], [-0.904496, 1.238331, 3.739364], [2.970609, -1.381964, 3.859670], [2.072143, -2.190275, 2.548152], [1.264878, -0.948782, 3.545631], [3.583151, 2.344023, 2.414477], [3.884303, 1.237193, 3.763348], [2.276875, 3.110169, 4.261300], [1.675410, 1.486302, 4.656645], [-0.766851, 1.265524, 4.818307], [-0.701465, 0.249739, 3.328121], [-1.922050, 1.532160, 3.494904], [-0.712181, -0.743982, 0.512914], [-2.567923, -0.473290, -0.267317], [-2.790906, -1.792745, -1.716811], [-3.621479, -2.883885, -1.487366], [-3.718620, -3.907938, -2.412038], [-2.987919, -3.845107, -3.587819], [-2.161862, -2.758871, -3.828112], [-2.061726, -1.740883, -2.895907], [-2.408902, 1.461882, -0.682447], [-2.065719, 2.035410, -1.898378], [-1.864023, 3.404130, -2.003931], [-1.991337, 4.218507, -0.892270], [-2.337070, 3.662456, 0.329497], [-2.539257, 2.296562, 0.425389], [-3.973626, -0.705487, 1.104620], [-3.753341, -1.538089, 2.193672], [-4.746005, -1.764487, 3.129386], [-5.981593, -1.157334, 2.981701], [-6.216206, -0.326092, 1.898043], [-5.217927, -0.103942, 0.966172], [-0.648836, -1.527195, 1.276880], [-4.195027, -2.927797, -0.569884], [-4.353749, -4.760642, -2.214357], [-3.054519, -4.645053, -4.310688], [-1.586204, -2.710738, -4.742218], [-1.395216, -0.907699, -3.079252], [-1.980359, 1.416040, -2.778992], [-1.621909, 3.839807, -2.961869], [-1.839570, 5.283926, -0.979472], [-2.474295, 4.294281, 1.196750], [-2.854703, 1.859991, 1.367056], [-2.789038, -2.019096, 2.300325], [-4.556917, -2.419906, 3.967239], [-6.760819, -1.331611, 3.708281], [-7.180981, 0.145078, 1.776535], [-5.404144, 0.540990, 0.117298]],
  "forces_ev_per_angstrom": [[-0.932, -0.260, -0.370], [-0.151, 0.224, 0.026], [0.089, -0.325, -0.036], [0.371, -0.046, -0.081], [-0.174, 0.377, -0.030], [0.570, -0.711, -0.254], [0.149, 0.184, -0.222], [-0.896, -0.580, 0.455], [0.539, 0.877, -0.195], [-0.502, -0.832, 0.391], [0.648, 0.101, -0.783], [-0.353, 0.060, 0.417], [0.362, 0.354, 0.064], [-0.028, -0.194, -0.188], [-0.288, -0.148, 0.084], [-0.178, 0.066, 0.257], [0.239, 0.101, -0.336], [-0.139, -0.272, -0.068], [0.111, 0.197, 0.313], [0.500, 0.139, -0.263], [-0.085, 0.073, 0.059], [-0.035, -0.036, 0.068], [-0.006, 0.003, -0.042], [-0.074, 0.014, -0.093], [0.014, -0.062, -0.035], [0.068, 0.012, -0.118], [0.076, 0.100, -0.091], [0.106, 0.055, -0.040], [-0.017, 0.042, 0.036], [-0.005, 0.050, 0.093], [0.107, 0.019, -0.019], [-0.027, 0.286, -0.063], [-0.026, -0.056, 0.430], [-0.001, -0.189, -0.247], [-0.439, 0.112, 0.033], [0.344, -0.192, 0.301], [0.156, -0.050, -0.096], [0.009, -0.022, -0.035], [0.000, 0.081, -0.008], [-0.010, -0.078, 0.004], [-0.001, -0.160, 0.136], [0.006, 0.037, -0.124], [-0.052, -0.193, 0.113], [0.023, 0.084, 0.009], [0.005, 0.026, -0.042], [-0.054, 0.099, 0.068], [-0.009, -0.021, 0.014], [-0.666, 0.336, 0.127], [0.493, 0.065, 0.481], [-0.038, 0.552, 0.516], [-0.106, 0.081, 0.224], [-0.010, -0.162, -0.065], [0.027, -0.048, 0.013], [0.087, -0.035, -0.170], [0.167, 0.158, -0.028], [-0.340, -0.536, 0.019], [-0.103, -0.114, -0.142], [0.033, 0.053, -0.095], [0.049, 0.047, 0.002], [0.010, 0.050, 0.081], [-0.166, -0.082, 0.158], [0.523, 0.049, -0.522], [0.275, -0.027, -0.076], [-0.048, -0.088, 0.156], [-0.026, 0.009, 0.041], [-0.136, 0.047, 0.013], [0.038, 0.112, -0.170], [0.049, 0.153, 0.012], [-0.074, -0.068, 0.037], [-0.060, 0.000, -0.001], [-0.015, -0.041, -0.057], [0.015, 0.007, -0.050], [0.054, 0.014, -0.080], [0.038, -0.042, -0.141], [0.057, 0.018, -0.088], [0.004, 0.089, -0.017], [0.018, 0.036, 0.046], [0.019, 0.068, 0.092], [0.052, -0.097, 0.101], [-0.010, -0.039, 0.075], [-0.069, -0.020, 0.057], [-0.060, 0.029, -0.002], [-0.090, 0.080, -0.036]]
}